*P*
8
Properties=species:S:1:pos:R:3:nbo_charge:R:1 method="wB97M-V/def2-TZVPD" gap_ev=10.690 smiles=C.S lumo_energy_ha=0.0326 spin_multiplicity=1
H -1.036 -0.179 1.251 0.21
H -0.377 0.800 -1.813 0.14
H 0.169 -0.539 2.598 0.22
H -0.193 -0.319 -3.308 0.15
S 0.586 0.638 -2.734 -0.29
H 0.525 -0.943 0.920 0.22
C -0.026 -0.250 1.608 -0.85
H 0.351 0.792 1.479 0.21

*Q*
8
Properties=species:S:1:pos:R:3:nbo_charge:R:1 method="wB97M-V/def2-TZVPD" gap_ev=10.576 smiles=C.S lumo_energy_ha=0.0282 spin_multiplicity=1
H -0.440 0.049 -3.578 0.21
H 0.812 -1.345 1.667 0.13
S 0.193 -0.451 2.372 -0.29
H -0.674 0.734 -5.172 0.21
C -0.346 0.969 -4.162 -0.85
H -1.010 1.678 -3.686 0.21
H -0.990 -1.193 1.885 0.16
H 0.677 1.328 -4.104 0.21

Which of them is the most stable? Correct choice: *P*.

*P*
16
Properties=species:S:1:pos:R:3:nbo_charge:R:1 method="wB97M-V/def2-TZVPD" gap_ev=9.008 lumo_energy_ha=0.0030 spin_multiplicity=1
H -3.594 -1.730 -0.495 0.19
H -2.193 -1.784 1.166 0.21
H 3.757 -1.769 0.208 0.20
N 0.587 2.214 0.024 -0.65
O -1.657 -0.519 -0.558 -0.44
H -0.436 2.680 0.401 0.32
H -2.184 1.230 -0.222 0.38
N 0.929 -0.134 -0.220 -0.47
H 0.233 -1.229 0.362 0.36
N -1.298 0.601 0.298 -0.38
H -3.345 -0.259 0.433 0.18
C 2.718 -1.352 0.051 -0.10
C -2.690 -1.093 0.266 -0.27
H 2.018 -2.217 0.026 0.15
C 0.146 0.986 -0.089 0.51
N 2.347 -0.112 0.071 -0.17

*Q*
16
Properties=species:S:1:pos:R:3:nbo_charge:R:1 method="wB97M-V/def2-TZVPD" gap_ev=9.517 smiles="[H]/N=C(/NN=C)NOC" lumo_energy_ha=0.0290 spin_multiplicity=1
H -2.374 -2.013 -0.038 0.19
O -1.613 -0.232 -0.718 -0.39
N 2.212 0.161 -0.020 -0.16
N 0.886 0.020 0.009 -0.47
H 0.384 -0.808 -0.308 0.37
N -1.258 0.944 -0.129 -0.36
N 0.613 2.369 0.124 -0.72
H -2.948 -0.629 0.861 0.18
H 2.352 -1.897 -0.216 0.15
H -1.784 1.686 -0.608 0.38
C 0.101 1.209 -0.022 0.55
H -0.011 3.131 -0.021 0.34
H 3.959 -0.823 -0.215 0.20
H -1.338 -1.142 1.086 0.18
C 2.890 -0.935 -0.143 -0.18
C -2.070 -1.042 0.358 -0.26

Which of them is the most stable? Correct choice: *Q*.

*P*
10
Properties=species:S:1:pos:R:3:nbo_charge:R:1 method="wB97M-V/def2-TZVPD" gap_ev=8.242 lumo_energy_ha=-0.0032 spin_multiplicity=1
H 0.198 -2.683 0.762 0.21
H -0.838 1.441 -0.297 0.24
C -0.717 -1.975 0.526 0.10
C -2.221 -0.833 0.118 0.03
C -0.184 0.688 0.037 -0.64
H 0.669 0.556 -0.693 0.22
H 0.106 0.946 0.992 0.23
C -0.923 -0.529 0.161 -0.12
I -4.122 0.155 -0.154 0.16
N -1.931 -2.290 0.391 -0.42

*Q*
10
Properties=species:S:1:pos:R:3:nbo_charge:R:1 method="wB97M-V/def2-TZVPD" gap_ev="7.698 / 7.537" lumo_energy_ha="-0.0292 / -0.0286" spin_multiplicity=1
C 0.345 -1.833 0.150 0.12
C -0.606 -0.156 0.322 -0.32
H -0.609 0.058 1.397 0.23
N 1.438 -1.513 -0.487 -0.47
I -2.785 -0.061 -0.071 0.07
H 0.156 1.559 -0.457 0.25
H 0.405 -2.639 0.827 0.19
H -0.366 0.298 -1.682 0.26
C 0.158 0.480 -0.732 -0.64
C 1.467 -0.208 -0.525 0.31

Which of them is the most stable? Correct choice: *P*.

*P*
20
Properties=species:S:1:pos:R:3:lowdin_spin:R:1 method="wB97M-V/def2-TZVPD" gap_ev="7.859 / 9.504" lumo_energy_ha="0.0112 / 0.0112" spin_multiplicity=2
H 5.269 -1.842 -0.289 0.01
H 6.701 1.436 -2.068 0.00
H 4.920 -1.581 2.564 0.00
N 4.553 -1.302 1.647 0.07
H 4.928 1.561 -2.542 0.00
H 5.187 1.877 -0.131 0.01
H 4.197 0.456 -0.490 0.00
H -32.628 0.236 0.786 0.00
N 7.445 0.326 0.703 0.08
H 5.756 -0.016 -2.479 0.00
C 5.702 0.952 -2.047 0.04
H -32.307 -0.898 -0.011 0.00
H 6.435 -2.043 0.969 0.00
C 5.627 -1.395 0.632 0.06
H 8.041 0.555 -0.073 0.02
H 4.647 -0.255 1.612 0.01
C 6.091 -0.007 0.329 0.59
O -33.261 -0.037 0.104 0.00
H 7.464 1.122 1.327 0.02
C 5.234 0.853 -0.544 0.07

*Q*
20
Properties=species:S:1:pos:R:3:lowdin_spin:R:1 method="wB97M-V/def2-TZVPD" gap_ev="9.159 / 6.159" lumo_energy_ha="0.0314 / -0.0766" spin_multiplicity=2
H -1.967 -0.379 -2.600 0.06
C -1.180 -0.726 -1.906 0.11
H -1.323 0.786 2.402 0.00
H 0.508 -0.445 -2.929 0.00
N -0.057 -1.259 -2.725 0.01
C 1.397 -0.493 0.972 0.01
H -1.168 -0.123 0.864 0.00
H -1.620 -1.566 -1.346 0.04
O -0.771 0.256 -1.091 0.73
H -0.398 -1.588 -3.622 0.00
H -0.784 -0.878 2.465 0.00
H 2.433 -0.187 0.842 0.00
N 0.642 0.518 1.734 0.01
H 1.376 -1.405 1.570 0.00
C 0.646 1.788 0.994 0.00
H 0.156 1.743 0.018 0.00
H 1.704 2.034 0.862 0.00
H 0.219 2.572 1.624 0.00
H 0.924 -0.682 0.003 0.00
C -0.738 0.035 1.870 0.01

Which of them is the most stable? Correct choice: *Q*.